ORCA calculation (ωB97M-V with the def2-TZVPD basis set) on the molecule C20H25N3O3S in a non-equilibrium geometry.

HOMO energy = -8.606 eV
Lowest unoccupied orbital energy = 0.582 eV
Structure (SMILES) = COc1cccc(CN2C[C@H](C(=O)N(C)Cc3nc(C)cs3)CCC2=O)c1
Kohn-Sham gap = 9.19 eV

Last columns: bonded neighbours and bond lengths (Å).
Cartesian coordinates (Å):
1 C 2.00263 4.12579 -1.78690  O2 1.407, H28 1.095, H29 1.094, H30 1.089
2 O 1.24995 3.02739 -2.24154  C1 1.407, C3 1.364
3 C 0.11292 2.69368 -1.56541  O2 1.364, C4 1.389, C27 1.396
4 C -0.27963 3.24124 -0.35097  C3 1.389, C5 1.387, H31 1.079
5 C -1.46189 2.81991 0.23890  C4 1.387, C6 1.380, H32 1.080
6 C -2.25739 1.86957 -0.36737  C5 1.380, C7 1.393, H33 1.079
7 C -1.87055 1.31469 -1.58481  C6 1.393, C8 1.507, C27 1.382
8 C -2.73099 0.25244 -2.21918  C7 1.507, N9 1.449, H34 1.094, H35 1.094
9 N -2.81295 -0.91726 -1.36714  C8 1.449, C10 1.441, C25 1.351
10 C -1.60094 -1.63188 -1.05627  N9 1.441, C11 1.535, H36 1.091, H37 1.095
11 C -1.32354 -1.56113 0.45227  C10 1.535, C12 1.523, C23 1.545, H38 1.092
12 C -0.09140 -2.40317 0.75640  C11 1.523, O13 1.217, N14 1.358
13 O 0.22743 -3.34453 0.05458  C12 1.217
14 N 0.61117 -2.07985 1.87302  C12 1.358, C15 1.444, C16 1.446
15 C 0.33567 -0.93224 2.70555  N14 1.444, H39 1.089, H40 1.087, H41 1.093
16 C 1.91687 -2.68343 2.01948  N14 1.446, C17 1.494, H42 1.095, H43 1.095
17 C 2.97244 -1.82228 1.40712  C16 1.494, N18 1.282, S22 1.752
18 N 2.76365 -0.66158 0.90545  C17 1.282, C19 1.362
19 C 3.89071 -0.10005 0.38715  N18 1.362, C20 1.489, C21 1.359
20 C 3.81086 1.25216 -0.23016  C19 1.489, H44 1.088, H45 1.086, H46 1.090
21 C 5.00295 -0.87154 0.51193  C19 1.359, S22 1.724, H47 1.071
22 S 4.63622 -2.36098 1.29821  C17 1.752, C21 1.724
23 C -2.55533 -2.06743 1.23484  C11 1.545, C24 1.534, H48 1.092, H49 1.092
24 C -3.74692 -2.33328 0.30610  C23 1.534, C25 1.515, H50 1.090, H51 1.091
25 C -3.93407 -1.18137 -0.66019  N9 1.351, C24 1.515, O26 1.216
26 O -4.97416 -0.56492 -0.79112  C25 1.216
27 C -0.68568 1.72050 -2.16870  C3 1.396, C7 1.382, H52 1.080
28 H 1.39684 5.03679 -1.75068  C1 1.095
29 H 2.43871 3.94026 -0.80036  C1 1.094
30 H 2.80416 4.25431 -2.51264  C1 1.089
31 H 0.31758 3.99225 0.14154  C4 1.079
32 H -1.76130 3.25158 1.18285  C5 1.080
33 H -3.18491 1.55611 0.08733  C6 1.079
34 H -3.75597 0.61552 -2.33933  C8 1.094
35 H -2.33234 -0.03692 -3.19603  C8 1.094
36 H -0.77196 -1.17940 -1.60165  C10 1.091
37 H -1.67205 -2.68139 -1.36088  C10 1.095
38 H -1.12290 -0.51557 0.69638  C11 1.092
39 H 0.86900 -1.05596 3.64713  C15 1.089
40 H -0.72747 -0.86590 2.92418  C15 1.087
41 H 0.67698 -0.00638 2.23499  C15 1.093
42 H 1.89515 -3.64801 1.50105  C16 1.095
43 H 2.13455 -2.85936 3.07834  C16 1.095
44 H 3.03802 1.26142 -0.99641  C20 1.088
45 H 4.76429 1.52708 -0.67194  C20 1.086
46 H 3.54324 1.98493 0.53048  C20 1.090
47 H 6.00306 -0.66078 0.19275  C21 1.071
48 H -2.85317 -1.32495 1.97760  C23 1.092
49 H -2.31100 -2.99043 1.76516  C23 1.092
50 H -4.66122 -2.45701 0.88654  C24 1.090
51 H -3.57599 -3.24690 -0.26609  C24 1.091
52 H -0.35933 1.30830 -3.11154  C27 1.080